# 1
Molecular formula: C12H3BCl37F3NOS
Method: DFT, wB97M-V/def2-TZVPD

The geometry in XYZ format:
```
59
Properties=species:S:1:pos:R:3:forces:R:3:nbo_charge:R:1
Cl 2.985435 -4.749785 -3.360041 0.025 0.071 0.056 0.030
Cl -3.909277 -3.200573 1.583590 0.026 0.233 0.077 0.059
Cl -1.865490 5.628427 1.863867 -0.132 -0.162 0.034 0.063
Cl -1.768720 -11.869282 8.547697 0.022 0.143 -0.046 0.048
Cl -1.141575 2.758589 -2.770351 0.095 0.378 -0.248 -0.322
Cl -3.004543 -7.585696 1.773625 -0.035 0.011 0.173 0.053
Cl 4.592976 -2.454096 -2.623032 -0.116 -0.081 0.014 0.042
Cl -3.553058 -0.506974 2.561106 -0.037 -0.213 0.184 0.077
Cl 0.581648 -1.902836 -6.444407 -0.076 0.070 -0.097 0.026
Cl 2.901630 7.321028 -5.082468 -0.107 0.018 -0.006 0.026
Cl -3.395433 4.425379 4.005274 0.013 0.009 -0.102 0.037
Cl 0.584898 8.534336 -3.829568 0.041 -0.028 -0.100 0.022
Cl 2.608975 -3.483274 -0.782753 0.053 0.007 -0.166 0.049
Cl -1.791332 -7.917316 4.381014 -0.066 0.174 -0.226 0.048
Cl 1.775551 -2.123347 -3.199584 0.502 -0.390 0.378 0.078
Cl -1.560490 -2.521736 3.134965 -0.213 0.021 -0.008 0.060
Cl -4.157121 -2.638741 4.426329 0.055 0.189 -0.134 0.036
Cl 2.835512 3.264196 -5.340660 0.411 0.333 0.199 0.062
Cl 1.107267 3.530183 3.072393 0.021 0.185 0.129 0.074
Cl -4.664727 -8.128687 4.084256 0.093 0.035 -0.041 0.037
Cl -1.545015 0.040112 -6.768142 0.111 -0.040 0.049 0.038
Cl -2.188486 -9.064593 9.130508 0.053 -0.117 -0.125 0.054
Cl 4.892940 1.270140 -4.977135 -0.029 0.090 0.037 0.033
Cl -0.398162 -0.426595 -4.154501 -0.302 0.259 -0.427 0.108
Cl 1.153561 0.923468 -6.182931 -0.370 -0.470 0.039 0.058
Cl -3.364795 -5.557306 3.804462 0.011 -0.681 0.135 0.066
Cl 1.288857 5.784825 -3.228300 -0.083 0.593 -0.656 0.113
Cl 0.235786 6.471965 -5.835937 0.100 0.069 0.090 0.037
Cl -2.944778 -10.134015 6.551149 0.072 -0.152 0.317 0.065
Cl -4.613693 4.845469 1.410201 0.116 -0.035 0.095 0.047
Cl 0.751751 5.855691 4.758725 0.077 -0.036 -0.061 0.039
Cl 1.830126 6.147049 2.086206 -0.012 -0.072 0.189 0.063
Cl 3.995737 2.844084 -2.702908 1.400 -0.424 -1.577 0.107
Cl -0.148290 -9.859166 7.236937 -0.148 -0.031 0.054 0.052
Cl 5.560816 4.086535 -4.795010 -0.067 -0.072 -0.027 0.028
Cl 3.417757 4.893824 4.157939 -0.130 0.031 -0.046 0.043
Cl -2.572369 2.822696 1.740765 -0.008 0.197 0.021 0.072
S 3.281636 3.206468 0.151966 -0.408 0.430 -1.425 -0.132
F -0.651241 0.057080 1.026588 0.149 -0.808 -1.126 -0.331
F -2.218511 -0.713269 -0.306322 1.532 -0.037 0.196 -0.347
F -0.211078 -1.645067 -0.382571 -0.556 1.460 0.652 -0.344
O -0.587928 0.431972 -1.240598 0.599 -0.959 2.212 -0.517
N 1.302581 3.723410 -1.768966 1.708 -0.944 0.743 -0.611
C 0.491391 1.356258 -0.923675 1.082 1.721 -0.638 -0.346
C 2.298410 3.508042 -1.135099 -1.530 0.835 2.949 0.250
C -0.860115 -0.430761 -0.230439 -1.420 -0.024 -1.070 1.175
C 2.988537 -3.200792 -2.491308 -0.114 0.206 -0.033 -0.221
C -1.763627 -10.231890 7.866175 -0.086 0.008 -0.055 -0.221
C 1.252436 7.025523 -4.491026 0.019 -0.206 0.279 -0.223
C 4.316578 2.865870 -4.453372 -0.121 -0.075 0.140 -0.214
C -3.205542 -7.295706 3.510961 0.141 0.176 -0.038 -0.218
C -3.109649 4.429798 2.252965 0.105 -0.057 -0.104 -0.219
C -0.053683 -0.339733 -5.883929 0.025 0.062 0.114 -0.218
C 1.776446 5.105927 3.518593 -0.072 -0.125 -0.217 -0.219
C -3.293846 -2.219032 2.924862 0.064 0.233 -0.211 -0.220
B 0.639958 2.389541 -2.227575 -1.408 -1.146 0.153 0.224
H 1.241517 1.860013 -3.114820 0.124 0.187 -0.280 -0.068
H 1.487158 0.842077 -0.778764 -1.234 0.139 0.166 0.196
H 0.249580 2.035853 -0.052393 0.034 -1.191 -0.580 0.193
```
Positions in Å, forces in eV/Å.

ΔE to the lowest compared entry with this formula, charge and spin, kcal per mole: 17.3
HOMO, eV: -6.1
Lowest unoccupied orbital energy, eV: 1.19
2S+1: 1
Orbital gap, eV: 7.24
Molecular weight, g/mol: 1588.8
Net charge: -1

=====

# 2
Molecular formula: C12H40N7O11
Method: DFT, wB97M-V/def2-TZVPD

The geometry in XYZ format:
```
70
Properties=species:S:1:pos:R:3:forces:R:3:nbo_charge:R:1
O 1.578430 1.727076 -1.052604 3.832 0.402 -2.156 -0.562
O -5.886930 -1.580334 -6.119014 0.695 -0.631 0.337 -0.712
O 1.150330 -4.540354 -2.068304 1.019 1.600 -1.320 -0.712
O 4.679810 6.001076 0.939116 -0.581 0.278 0.764 -0.724
O -0.257880 0.771826 -0.861574 -2.680 -2.477 -1.206 -0.579
O -6.965160 4.366606 -1.637134 -2.544 0.318 -0.226 -0.707
O 6.498120 -3.140024 0.573166 0.446 0.384 -0.336 -0.723
O 0.107160 2.576916 0.147596 -1.499 2.704 1.580 -0.584
O 5.930610 -1.626354 -8.072764 0.067 -0.266 -0.904 -0.688
O -3.634490 -2.693394 2.595686 1.114 0.128 0.541 -0.725
O -4.074300 6.512106 7.851836 -0.856 -0.170 0.484 -0.665
N -5.052780 5.023266 -0.894704 4.036 5.227 3.700 -0.802
N 4.927720 -0.711564 -6.311544 -0.449 3.801 1.520 -0.825
N -3.054160 5.352696 6.208126 -1.115 -0.920 -2.392 -0.840
N 4.794060 -2.819544 -6.560824 -0.955 -5.369 0.045 -0.832
N -1.950890 5.831556 8.034546 2.134 -0.077 2.352 -0.833
N 0.452950 1.722956 -0.642674 0.290 -0.633 1.790 0.726
N -5.197730 3.098376 -1.861284 2.308 -4.311 -1.282 -0.816
C -5.791800 4.160746 -1.428854 -3.666 -1.383 -2.069 0.730
C -4.719420 -2.397414 -6.271034 0.507 -0.133 -1.035 -0.259
C -5.654790 -3.270344 1.528706 -0.541 0.061 1.271 -0.631
C 5.256150 -1.726324 -7.062394 1.416 1.763 -0.989 0.746
C 5.835880 5.879526 0.180846 0.685 -0.434 -0.499 -0.238
C 6.498940 -2.397644 1.775486 -1.099 -0.834 1.499 0.105
C -3.120160 5.899726 7.422976 -0.411 0.953 -1.018 0.756
C -5.525620 -1.259904 3.048336 -0.216 -0.631 0.507 -0.644
C 0.298560 -5.480664 -1.574454 -1.120 -1.125 0.882 -0.240
C 5.752440 -3.269054 2.888166 1.470 0.609 -0.855 -0.636
C 7.919540 -2.107824 2.234026 0.113 -0.737 0.018 -0.625
C -5.019730 -2.689194 2.853256 0.298 0.229 -2.971 0.103
H 5.127490 0.204366 -6.687404 -0.062 -0.118 0.519 0.405
H -5.722580 2.375486 -2.332534 0.054 0.327 0.266 0.406
H -4.260390 -2.227384 -7.244924 -0.025 0.282 -0.292 0.157
H 5.603390 -3.130104 0.225376 -0.074 -0.032 -0.063 0.473
H -5.490940 -2.631184 0.661116 0.156 0.450 0.287 0.205
H -3.443500 -1.958624 2.008126 0.179 0.070 -0.133 0.466
H -3.900310 -2.209924 -5.576764 -0.621 0.379 0.512 0.190
H 0.702680 -3.741304 -1.780674 0.660 0.732 -0.348 0.470
H -4.260810 2.871746 -1.559744 -0.146 -0.117 -0.244 0.391
H 6.591960 6.583956 0.527576 -0.257 0.263 -0.029 0.169
H 8.522110 -1.510104 1.550106 -0.318 0.198 -0.027 0.218
H -4.096730 4.859366 -0.613284 -0.217 0.088 -0.118 0.393
H -2.022710 5.951346 9.034846 0.494 0.048 -0.179 0.400
H 4.967640 -3.588244 -7.192534 -0.154 -0.420 0.679 0.400
H 4.967330 -3.935144 2.530366 -0.277 0.570 -0.308 0.213
H 4.099480 5.259386 0.752806 -0.098 -0.049 -0.053 0.479
H 5.413740 -2.596964 3.676626 -0.035 -0.367 0.202 0.206
H 7.914950 -1.676254 3.234946 -0.100 0.307 -0.111 0.210
H -5.250190 -4.235234 1.223116 -0.090 -0.144 0.486 0.214
H 0.358880 -5.330154 -0.496584 -0.507 -1.104 0.403 0.161
H -2.224820 4.963486 5.782906 -0.280 0.116 0.284 0.392
H -4.905320 -3.471364 -6.284174 -0.409 -0.064 0.453 0.160
H 5.965780 -1.448774 1.716556 -0.141 0.103 -0.551 0.159
H 5.622640 6.032246 -0.877134 0.196 0.172 -0.185 0.158
H -3.884110 5.418656 5.636346 0.294 0.006 0.051 0.404
H 4.429180 -0.837614 -5.442254 0.034 0.448 -0.385 0.391
H -6.586050 -1.338444 3.287926 -0.011 0.373 0.466 0.209
H -5.483610 -0.625074 2.163276 0.303 -0.329 -0.295 0.211
H 6.298470 4.898056 0.284846 0.010 -0.260 -0.007 0.156
H -5.112520 -3.328994 3.730826 -0.568 0.066 -0.088 0.178
H -1.183640 5.305226 7.641616 -0.253 0.034 0.397 0.385
H 4.429620 -2.977454 -5.632194 0.075 0.174 -0.453 0.401
H -6.599540 -2.091994 -6.508874 -0.147 0.171 0.031 0.463
H 8.443890 -3.056114 2.351936 0.070 -0.188 -0.108 0.203
H -4.918440 -0.783014 3.817766 -0.393 0.092 0.246 0.219
H 0.555280 -6.479544 -1.927214 0.287 -0.001 0.350 0.170
H -5.521270 5.846826 -0.544904 0.269 -0.196 -0.017 0.403
H -6.730740 -3.313244 1.697806 -0.203 -0.355 -0.328 0.193
H 6.533700 -3.959194 3.206656 -0.071 -0.004 0.630 0.198
H -0.724840 -5.303234 -1.905014 -0.321 -0.047 0.033 0.151
```
Positions in Å, forces in eV/Å.

HOMO, eV: -4.6
Lowest unoccupied orbital energy, eV: 1.98
2S+1: 1
Orbital gap, eV: 6.58
Molecular weight, g/mol: 458.5
Net charge: -1